ORCA calculation (the ωB97M-V functional and the def2-TZVPD basis) on one molecule with the formula C4H2N2.

The geometry in XYZ format:
```
8
Properties=species:S:1:pos:R:3:mulliken_charge:R:1
C -0.63 -0.71 0.00 -0.304
C -0.71 0.68 0.00 -0.181
C 0.66 -1.18 0.00 0.283
C 1.55 0.69 0.00 0.233
N 0.46 1.31 0.00 -0.426
N 1.82 -0.72 0.00 -0.354
H -1.51 -1.33 0.00 0.357
H -1.63 1.24 0.00 0.391
```

Its total charge is 0. The HOMO energy (spin up / spin down) comes out at -9.15 / -8.72 eV. The LUMO energy (spin up / spin down) is -0.190 / -0.378 eV.

ORCA calculation (the ωB97M-V functional and the def2-TZVPD basis) on a 2-piece molecular cluster, C4H2N2S overall.

The geometry in XYZ format:
```
9
Properties=species:S:1:pos:R:3:mulliken_charge:R:1
C 2.19 0.14 -0.53 0.046
C -1.66 1.72 0.37 -0.138
C 0.68 -1.81 0.29 -0.040
C 1.28 -0.84 -0.10 -0.039
N 3.05 0.83 -0.86 -0.375
N -1.90 0.62 0.10 0.001
S -2.50 -0.56 -0.72 -0.191
H -1.01 2.33 0.83 0.338
H -0.12 -2.44 0.61 0.398
```

Its total charge is 0. As for the SMILES: C#[N+][S-].C#CC#N. The HOMO energy (spin up / spin down) comes out at -9.00 / -9.00 eV. The LUMO energy (spin up / spin down) is -0.266 / -0.265 eV.

ORCA calculation (the ωB97M-V functional and the def2-TZVPD basis) on C4H2NO3 as an isolated structure.

The geometry in XYZ format:
```
10
Properties=species:S:1:pos:R:3:mulliken_charge:R:1
C -0.08 -1.08 -0.03 -0.592
C 0.78 1.21 0.00 -0.294
C -1.38 -0.70 0.00 0.527
C 1.06 -0.23 -0.02 0.561
N -0.36 1.79 0.01 -0.157
O -2.48 -1.17 0.03 -0.566
O 2.22 -0.66 -0.03 -0.768
O -1.48 1.11 -0.02 -0.391
H 0.11 -2.15 -0.01 0.314
H 1.63 1.88 0.06 0.367
```

Its multiplicity is 3. Its total charge is -1. The HOMO energy (spin up / spin down) comes out at -1.22 / -4.16 eV. The LUMO energy (spin up / spin down) is 4.162 / 1.908 eV.

ORCA calculation (the ωB97M-V functional and the def2-TZVPD basis) on C4H2NiO5 as an isolated structure.

The geometry in XYZ format:
```
12
Properties=species:S:1:pos:R:3:mulliken_charge:R:1
C 0.66 3.79 -0.50 0.687
O 0.76 4.85 -0.09 -0.270
O 0.55 2.70 -0.91 -0.282
O -0.49 0.33 -1.38 -0.439
C -0.76 -0.49 -0.52 0.273
O 0.18 -1.00 0.23 -0.202
Ni 0.98 1.12 -2.24 0.670
H -1.78 -0.87 -0.35 0.373
O 0.16 -4.21 0.92 -0.287
C 0.13 -3.07 1.15 0.478
C -0.20 -1.80 1.35 -0.373
H -0.19 -1.36 2.35 0.371
```

Its multiplicity is 4. Its total charge is +1. The HOMO energy (spin up / spin down) comes out at -10.18 / -13.48 eV. The LUMO energy (spin up / spin down) is -4.799 / -6.218 eV.

ORCA calculation (the ωB97M-V functional and the def2-TZVPD basis) on one molecule with the formula C4H2O2.

The geometry in XYZ format:
```
8
Properties=species:S:1:pos:R:3:mulliken_charge:R:1
C 0.43 0.56 0.02 -0.695
C -0.28 -0.75 0.30 0.386
C 0.40 1.50 -0.81 0.932
C -0.25 0.04 1.35 -0.431
O 0.68 2.29 -1.65 -0.469
O -0.45 -1.87 -0.38 -0.483
H -0.67 0.40 2.22 0.405
H 0.14 -2.17 -1.05 0.354
```

Its total charge is 0. As for the SMILES: O=C=C1C=C1O. The HOMO energy comes out at -7.91 eV. The LUMO energy is 0.319 eV.

ORCA calculation (the ωB97M-V functional and the def2-TZVPD basis) on one molecule with the formula C4H2O2.

The geometry in XYZ format:
```
8
Properties=species:S:1:pos:R:3:mulliken_charge:R:1
O -2.50 -0.62 0.45 -0.438
C -1.47 -0.12 0.07 0.491
C -1.04 1.06 -0.70 -1.010
C 0.03 0.40 -0.34 0.760
C 1.48 0.09 -0.23 0.040
O 1.91 -0.87 0.35 -0.408
H -0.51 -0.78 0.44 0.243
H 2.10 0.85 -0.74 0.322
```

Its total charge is 0. The HOMO energy comes out at -10.20 eV. The LUMO energy is -1.351 eV.

no.,DFT total energy (eV)
1,-7155.73599
2,-17990.59101
3,-11809.13871
4,-55448.69673
5,-8270.19862
6,-8268.86741